The following is a quantum chemistry calculation of a cluster of 15 separate species, H29O15 in total, from the Open Molecules 2025 dataset.

Element x y z (Å)
O: 3.499 2.376 -2.106
H: 4.105 1.560 -1.849
H: 3.748 -3.331 -1.032
O: -0.184 0.719 -3.451
H: -0.579 -0.180 -3.445
H: -0.514 1.306 -2.584
O: 4.473 -2.831 -0.693
H: -0.235 -3.132 0.294
H: 4.329 -2.589 0.162
O: -0.411 -3.884 2.760
H: -0.018 -3.303 2.079
H: 0.077 -3.440 3.515
O: 1.489 -2.212 2.817
H: 2.405 -2.534 2.643
H: 1.463 -1.492 2.188
O: -0.292 2.723 -1.274
H: -1.046 2.944 -0.522
H: 0.070 1.836 -1.105
O: -2.253 -3.271 -2.320
H: -1.920 -4.111 -2.063
H: -2.293 -2.799 -1.538
O: -0.011 -0.025 -0.844
H: 0.614 -0.371 -1.510
H: 2.977 2.089 -2.799
O: -4.710 1.177 2.325
H: -4.526 1.372 1.482
H: -3.964 0.752 2.625
O: -2.158 1.305 0.428
H: -1.682 0.431 0.356
O: -2.732 2.415 -2.693
H: -2.544 1.415 -2.691
H: -1.736 2.666 -2.772
O: -0.430 2.348 3.255
H: -0.734 1.759 2.542
H: -1.341 2.831 3.396
O: 1.506 -0.224 1.251
H: 1.750 0.741 1.556
H: 0.626 -0.078 0.596
O: 0.263 -3.011 -0.546
H: 0.438 -2.010 -0.492
H: -2.291 1.425 -0.507
O: 1.888 2.579 1.118
H: 2.283 2.127 0.298
H: 1.031 2.626 0.944

Forces on the atoms, in the same order (eV/Å):
O 3.749 -1.531 3.289
H -2.050 2.541 -0.960
H -0.886 -0.325 0.066
O -1.228 1.813 1.925
H 0.166 1.073 0.635
H 1.330 -3.065 -3.164
O 1.857 -0.543 -3.655
H 0.442 -0.163 -0.967
H -1.043 0.919 3.572
O 0.501 0.908 0.835
H -0.121 -0.597 0.454
H -0.898 -0.926 -1.108
O 2.045 -1.552 0.762
H -1.092 0.053 0.478
H -0.344 1.795 -0.773
O -2.577 1.950 2.069
H 3.110 -1.356 -2.823
H -0.163 -0.817 0.939
O -0.668 -0.574 -2.828
H 0.613 -1.030 0.249
H 0.079 1.688 2.441
O 0.045 -0.137 0.427
H -0.419 0.429 0.532
H -1.784 -1.105 -2.226
O -3.555 0.267 3.908
H 1.091 1.240 -5.061
H 2.541 -1.498 1.147
O 0.389 -1.577 0.630
H -0.135 1.005 0.240
O 2.999 -1.976 -0.098
H -0.977 1.910 -0.251
H -2.451 0.140 0.303
O -3.362 1.174 -0.114
H 0.517 -0.080 0.120
H 2.738 -1.111 -0.107
O -1.397 3.030 -0.375
H -0.702 -2.583 -0.650
H 2.479 -0.408 0.249
O -0.095 1.674 1.291
H -0.510 -1.499 -0.394
H -0.401 0.564 -0.810
O 7.049 -1.541 -0.481
H -0.827 1.261 1.519
H -6.053 0.559 -1.232

Properties
ΔE to the lowest compared entry with this formula, charge and spin (kcal per mole): 66.50
Total energy (eV): -31183.337
Frontier orbital gap (eV): 9.06
Total charge: -1

=====

The following is a quantum chemistry calculation of a structure of composition C3MgO6Tl, from the Open Molecules 2025 dataset.

Element x y z (Å)
C: -0.406 0.630 -0.066
O: 0.182 1.702 -0.090
C: -1.971 0.520 0.066
O: -2.392 -0.666 0.069
O: -2.593 1.573 0.135
Mg: 2.202 2.125 0.031
Tl: -1.327 -2.418 -0.122
O: 0.164 -0.546 -0.035
O: 2.483 0.084 0.041
O: 1.892 -2.096 -0.024
C: 1.766 -0.908 -0.007

Forces on the atoms, in the same order (eV/Å):
C -0.045 -0.050 0.612
O 0.299 0.129 -0.148
C -0.504 2.488 -0.262
O -1.877 1.516 0.321
O 0.855 -1.181 -0.015
Mg -0.257 -0.443 -0.035
Tl 0.862 -3.654 -0.303
O 0.957 0.539 -0.162
O -0.258 0.788 -0.013
O -0.625 1.167 -0.019
C 0.594 -1.299 0.024

Properties
ΔE to the lowest compared entry with this formula, charge and spin (kcal per mole): 0.00
Total energy (eV): -25535.319
Frontier orbital gap (alpha / beta) (eV): 6.74 / 8.94
<S²>: 0.750
Multiplicity: 2